Record 1
18
Properties=species:S:1:pos:R:3 method="wB97M-V/def2-TZVPD" e_lumo_ha=0.03163 homo_lumo_gap_ev=10.23 relative_energy_kj_mol=79.04 homo_energy_ev=-9.371 smiles=NCCN.O.O spin_multiplicity=1 charge=0
N 0.389 -0.002 2.019
C -0.430 -0.509 0.849
C -1.863 -0.033 0.658
N -1.926 1.418 0.393
H 0.576 0.985 1.931
H -0.232 -0.035 2.822
H 0.212 -0.215 0.024
H -0.353 -1.588 0.987
H -2.460 -0.246 1.546
H -2.168 -0.645 -0.196
H -2.416 1.569 -0.474
H -1.001 1.793 0.327
H 1.401 -1.104 -3.578
H 1.261 0.282 -4.175
O 0.716 -0.449 -3.818
H 3.532 -0.234 0.263
H 2.093 -0.609 0.572
O 2.670 -0.379 -0.148

---

Record 2
87
Properties=species:S:1:pos:R:3 method="wB97M-V/def2-TZVPD" e_lumo_ha="-0.24437 / -0.37807" homo_lumo_gap_ev="8.31 / 5.23" relative_energy_kj_mol=0.00 homo_energy_ev="-14.958 / -15.516" s_squared=8.795 spin_multiplicity=6 charge=+3
Ir -0.449 -0.176 -0.035
N -4.064 -6.599 4.428
C -3.582 -5.704 3.584
C -4.302 -4.491 3.336
C -3.814 -3.587 2.439
C -2.600 -3.860 1.780
C -1.868 -5.036 2.018
C -2.344 -5.953 2.909
S -2.049 -2.787 0.467
O -0.679 -3.139 0.196
O -3.041 -2.908 -0.557
N -1.970 -1.272 1.049
C -3.040 -0.370 0.849
N -4.282 -0.605 1.201
C -5.148 0.384 0.946
C -4.771 1.586 0.368
C -3.437 1.742 0.045
N -2.575 0.752 0.288
H -4.942 -6.453 4.910
H -3.580 -7.469 4.610
H -5.237 -4.316 3.852
H -4.352 -2.674 2.211
H -0.944 -5.206 1.482
H -1.807 -6.873 3.105
H -6.179 0.201 1.222
H -5.491 2.368 0.179
H -3.039 2.638 -0.413
N 1.420 -0.566 1.177
C 2.359 0.569 1.010
C 3.506 0.621 2.005
C 3.074 0.864 3.463
C 3.943 1.889 4.182
N 3.776 3.189 3.537
C 4.313 4.321 3.965
N 4.011 5.466 3.348
N 5.136 4.334 5.012
C 1.522 1.857 1.005
O 2.008 2.916 1.362
O 0.319 1.729 0.533
H 1.133 -0.653 2.150
H 1.850 -1.449 0.910
H 2.760 0.480 -0.006
H 4.159 1.428 1.668
H 4.095 -0.295 1.926
H 3.111 -0.062 4.038
H 2.040 1.223 3.508
H 4.992 1.580 4.144
H 3.640 1.952 5.230
H 3.202 3.211 2.692
H 3.344 5.481 2.595
H 4.491 6.321 3.568
H 5.447 3.485 5.449
H 5.501 5.200 5.372
C -1.356 -3.094 -5.592
C -2.112 -2.944 -4.437
C -1.765 -1.980 -3.503
C -0.653 -1.178 -3.740
C 0.111 -1.321 -4.895
C -0.249 -2.288 -5.822
As -0.220 0.207 -2.500
C -1.078 1.834 -3.020
C -1.873 1.835 -4.162
C -2.505 3.010 -4.548
C -2.338 4.167 -3.801
C -1.547 4.157 -2.657
C -0.920 2.989 -2.253
C 1.695 0.372 -2.525
C 2.419 -0.818 -2.417
C 3.802 -0.771 -2.333
C 4.455 0.458 -2.344
C 3.728 1.638 -2.441
C 2.342 1.602 -2.526
H -1.632 -3.844 -6.320
H -2.972 -3.577 -4.264
H -2.351 -1.870 -2.598
H 0.971 -0.689 -5.077
H 0.331 -2.408 -6.727
H -1.995 0.938 -4.754
H -3.121 3.021 -5.437
H -2.825 5.082 -4.111
H -1.417 5.064 -2.080
H -0.327 2.979 -1.345
H 1.909 -1.776 -2.427
H 4.372 -1.689 -2.279
H 5.535 0.493 -2.296
H 4.241 2.590 -2.469
H 1.781 2.524 -2.615

---

Record 3
15
Properties=species:S:1:pos:R:3 method="wB97M-V/def2-TZVPD" e_lumo_ha=0.03713 homo_lumo_gap_ev=8.93 relative_energy_kj_mol=625.69 homo_energy_ev=-7.924 smiles="NN1CC2=C1CC2" spin_multiplicity=1 charge=0
C 0.437 0.757 -0.013
C 0.040 -0.473 -0.278
C 1.946 0.379 -0.031
C -1.010 1.310 -0.143
C 1.401 -1.100 -0.137
N -1.396 -0.061 -0.578
N -2.415 -0.668 0.176
H 2.330 1.002 -0.798
H 2.550 0.537 0.872
H -1.306 1.437 0.907
H -1.345 2.056 -0.739
H 1.603 -1.826 0.627
H 1.842 -1.460 -1.122
H -2.363 -0.205 1.178
H -2.313 -1.687 0.077

---

Record 4
14
Properties=species:S:1:pos:R:3 method="wB97M-V/def2-TZVPD" e_lumo_ha=-0.00107 homo_lumo_gap_ev=8.62 relative_energy_kj_mol=95.75 homo_energy_ev=-8.644 smiles="CC(=S)[C@@H](C)O" spin_multiplicity=1 charge=0
C -0.669 0.478 1.734
C 0.451 0.495 0.752
C -0.038 -0.183 -0.474
C 0.275 -1.724 -0.420
H -0.385 0.997 2.658
H -1.482 1.064 1.395
H -0.982 -0.550 1.957
H 0.686 1.570 0.437
H 2.014 0.376 1.979
H 0.085 -2.238 -1.361
H 1.320 -1.824 -0.211
H -0.303 -2.239 0.411
O 1.708 -0.086 1.144
S -0.920 0.571 -1.623

---

Record 5
20
Properties=species:S:1:pos:R:3 method="wB97M-V/def2-TZVPD" e_lumo_ha=-0.10970 homo_lumo_gap_ev=12.39 relative_energy_kj_mol=136.36 homo_energy_ev=-15.375 spin_multiplicity=1 charge=+1
C -0.782 -1.665 -0.362
C 0.587 -1.057 -0.555
N 0.613 0.272 0.123
C 1.975 0.895 -0.038
H -1.138 -2.160 0.638
H -1.007 -2.684 -0.894
H -1.527 -0.936 -0.836
H 0.906 -0.917 -1.616
H 1.346 -1.839 -0.300
H -0.069 0.865 -0.426
H 0.336 0.247 1.131
H 1.895 1.523 -1.000
H 2.184 1.481 0.928
H 2.710 0.093 -0.042
H -0.538 0.615 3.509
H -1.799 0.723 2.551
O -0.808 0.531 2.571
H -2.145 1.472 -1.225
H -1.431 1.373 -2.539
O -1.307 1.169 -1.617

---

Record 6
128
Properties=species:S:1:pos:R:3 method="wB97M-V/def2-TZVPD" e_lumo_ha=0.13647 homo_lumo_gap_ev=5.18 relative_energy_kj_mol=0.00 homo_energy_ev=-1.465 spin_multiplicity=1 charge=-2
Rb -0.155 -0.879 0.988
C -4.214 2.646 -3.821
C -3.586 2.574 -2.425
C -3.217 3.988 -1.963
P -2.148 1.428 -2.038
C -2.622 -0.212 -2.808
C -4.057 -0.577 -2.411
C -2.354 -0.503 -4.285
C -0.770 2.139 -3.066
C -0.908 2.386 -4.441
C 0.071 3.057 -5.162
C 1.207 3.512 -4.502
C 1.362 3.266 -3.145
C 0.403 2.566 -2.387
Si 0.592 2.216 -0.463
C -0.425 3.820 0.061
C -0.315 5.058 -0.599
C -0.908 6.214 -0.114
C -1.630 6.170 1.076
C -1.790 4.959 1.734
C -1.224 3.777 1.227
P -1.504 2.107 1.954
C -0.421 2.188 3.483
C -0.391 0.811 4.151
C -0.665 3.273 4.529
C -3.296 2.097 2.531
C -3.934 3.151 3.447
C -4.165 1.992 1.266
C 2.418 2.940 -0.164
C 2.670 4.201 0.416
C 3.951 4.699 0.625
C 5.054 3.927 0.291
C 4.858 2.652 -0.218
C 3.577 2.133 -0.452
P 3.314 0.354 -0.922
C 5.043 -0.374 -0.690
C 4.942 -1.896 -0.506
C 6.164 -0.083 -1.702
C 3.083 0.376 -2.782
C 3.966 1.292 -3.641
C 3.075 -1.062 -3.326
H -5.199 3.122 -3.746
H -4.357 1.671 -4.285
H -3.613 3.264 -4.491
H -4.352 2.199 -1.738
H -2.467 4.424 -2.629
H -2.796 3.994 -0.955
H -4.100 4.638 -1.972
H -1.983 -0.886 -2.234
H -4.802 0.022 -2.942
H -4.205 -0.455 -1.334
H -4.245 -1.631 -2.650
H -3.033 0.036 -4.950
H -2.506 -1.573 -4.472
H -1.331 -0.255 -4.575
H -1.796 2.058 -4.962
H -0.063 3.239 -6.222
H 1.966 4.065 -5.045
H 2.260 3.627 -2.649
H 0.264 5.117 -1.517
H -0.800 7.153 -0.650
H -2.067 7.073 1.490
H -2.362 4.942 2.650
H 0.563 2.374 3.038
H -1.393 0.503 4.458
H 0.253 0.823 5.036
H 0.007 0.060 3.477
H -1.543 3.043 5.136
H -0.784 4.266 4.092
H 0.193 3.312 5.211
H -3.341 1.131 3.046
H -4.135 4.074 2.900
H -3.338 3.391 4.326
H -4.902 2.772 3.798
H -4.151 2.946 0.723
H -5.204 1.769 1.535
H -3.819 1.215 0.584
H 1.834 4.823 0.713
H 4.086 5.692 1.044
H 6.061 4.304 0.436
H 5.736 2.050 -0.414
H 5.339 0.040 0.278
H 4.671 -2.391 -1.442
H 4.188 -2.179 0.227
H 5.907 -2.303 -0.183
H 6.052 -0.723 -2.582
H 7.134 -0.327 -1.250
H 6.205 0.950 -2.044
H 2.069 0.763 -2.853
H 4.886 0.790 -3.943
H 4.232 2.216 -3.121
H 3.427 1.573 -4.553
H 4.092 -1.408 -3.529
H 2.519 -1.111 -4.270
H 2.627 -1.764 -2.616
O -2.816 -1.137 0.365
H -2.308 -0.344 0.587
H -2.868 -1.615 1.226
O 0.357 -0.889 -1.484
H 0.386 -0.868 -2.447
H 0.247 -1.830 -1.246
O 2.648 0.399 2.330
H 2.591 1.182 1.763
H 2.883 -0.311 1.717
I -2.321 -2.610 3.430
Br 4.799 -6.896 1.338
C 3.561 -5.462 1.011
C 3.285 -4.560 2.022
C 2.374 -3.532 1.756
C 1.724 -3.332 0.517
C 2.062 -4.308 -0.444
C 2.956 -5.364 -0.231
H 3.759 -4.660 2.994
H 2.176 -2.848 2.586
H 1.618 -4.257 -1.443
H 3.167 -6.096 -1.005
N -2.113 -5.236 -5.972
C -2.059 -4.988 -4.855
C -1.989 -4.679 -3.441
C -2.847 -5.285 -2.535
C -2.748 -4.954 -1.199
C -1.793 -4.026 -0.810
N -0.975 -3.439 -1.678
C -1.065 -3.758 -2.963
H -3.574 -6.006 -2.887
H -3.400 -5.400 -0.459
H -1.672 -3.744 0.234
H -0.378 -3.268 -3.649

---

Please write out number 2 again, unchanged.
87
Properties=species:S:1:pos:R:3 method="wB97M-V/def2-TZVPD" e_lumo_ha="-0.24437 / -0.37807" homo_lumo_gap_ev="8.31 / 5.23" relative_energy_kj_mol=0.00 homo_energy_ev="-14.958 / -15.516" s_squared=8.795 spin_multiplicity=6 charge=+3
Ir -0.449 -0.176 -0.035
N -4.064 -6.599 4.428
C -3.582 -5.704 3.584
C -4.302 -4.491 3.336
C -3.814 -3.587 2.439
C -2.600 -3.860 1.780
C -1.868 -5.036 2.018
C -2.344 -5.953 2.909
S -2.049 -2.787 0.467
O -0.679 -3.139 0.196
O -3.041 -2.908 -0.557
N -1.970 -1.272 1.049
C -3.040 -0.370 0.849
N -4.282 -0.605 1.201
C -5.148 0.384 0.946
C -4.771 1.586 0.368
C -3.437 1.742 0.045
N -2.575 0.752 0.288
H -4.942 -6.453 4.910
H -3.580 -7.469 4.610
H -5.237 -4.316 3.852
H -4.352 -2.674 2.211
H -0.944 -5.206 1.482
H -1.807 -6.873 3.105
H -6.179 0.201 1.222
H -5.491 2.368 0.179
H -3.039 2.638 -0.413
N 1.420 -0.566 1.177
C 2.359 0.569 1.010
C 3.506 0.621 2.005
C 3.074 0.864 3.463
C 3.943 1.889 4.182
N 3.776 3.189 3.537
C 4.313 4.321 3.965
N 4.011 5.466 3.348
N 5.136 4.334 5.012
C 1.522 1.857 1.005
O 2.008 2.916 1.362
O 0.319 1.729 0.533
H 1.133 -0.653 2.150
H 1.850 -1.449 0.910
H 2.760 0.480 -0.006
H 4.159 1.428 1.668
H 4.095 -0.295 1.926
H 3.111 -0.062 4.038
H 2.040 1.223 3.508
H 4.992 1.580 4.144
H 3.640 1.952 5.230
H 3.202 3.211 2.692
H 3.344 5.481 2.595
H 4.491 6.321 3.568
H 5.447 3.485 5.449
H 5.501 5.200 5.372
C -1.356 -3.094 -5.592
C -2.112 -2.944 -4.437
C -1.765 -1.980 -3.503
C -0.653 -1.178 -3.740
C 0.111 -1.321 -4.895
C -0.249 -2.288 -5.822
As -0.220 0.207 -2.500
C -1.078 1.834 -3.020
C -1.873 1.835 -4.162
C -2.505 3.010 -4.548
C -2.338 4.167 -3.801
C -1.547 4.157 -2.657
C -0.920 2.989 -2.253
C 1.695 0.372 -2.525
C 2.419 -0.818 -2.417
C 3.802 -0.771 -2.333
C 4.455 0.458 -2.344
C 3.728 1.638 -2.441
C 2.342 1.602 -2.526
H -1.632 -3.844 -6.320
H -2.972 -3.577 -4.264
H -2.351 -1.870 -2.598
H 0.971 -0.689 -5.077
H 0.331 -2.408 -6.727
H -1.995 0.938 -4.754
H -3.121 3.021 -5.437
H -2.825 5.082 -4.111
H -1.417 5.064 -2.080
H -0.327 2.979 -1.345
H 1.909 -1.776 -2.427
H 4.372 -1.689 -2.279
H 5.535 0.493 -2.296
H 4.241 2.590 -2.469
H 1.781 2.524 -2.615